# 1
Here is 2 unconnected molecules or ions with the total composition C5H10N from OMol25. Energies are from ωB97M-V/def2-TZVPD.

Gap between HOMO and LUMO, hartree: 0.309
LUMO level, eV: -5.44
Charge: +1

Each line ends with the Löwdin charge.
Atoms and positions in Å:
C: 1.315 -1.368 -0.089  0.1214
C: 0.363 -2.223 -0.364  0.1641
C: 0.766 1.771 -1.763  -0.0455
C: -1.608 0.278 1.649  -0.0883
C: -0.716 -0.104 0.531  0.0346
N: 0.073 -1.215 0.745  -0.0879
H: 2.282 -0.838 -0.092  0.1657
H: -0.184 -3.068 -0.795  0.1574
H: 1.760 2.170 -2.131  0.0535
H: 0.501 2.302 -0.861  0.0156
H: 0.848 0.735 -1.690  -0.0554
H: -2.665 0.398 1.196  0.1327
H: -1.142 1.239 1.946  0.1101
H: -1.768 -0.342 2.586  0.0965
H: 0.108 1.951 -2.580  0.0169
H: 0.067 -1.686 1.712  0.2088

Cartesian forces, eV/Å:
C -1.344 -2.314 -1.100
C 2.785 1.928 -0.030
C 2.102 1.999 -1.050
C -0.880 -0.908 0.031
C -1.484 0.665 -0.221
N -0.404 -1.320 2.977
H -0.845 -0.435 0.026
H 0.164 0.651 0.292
H -0.936 -0.408 0.550
H -0.256 -0.160 0.152
H 0.090 -1.678 0.581
H 1.731 0.522 0.561
H -0.731 0.106 -0.156
H 0.691 0.221 -0.983
H -0.878 0.378 -0.372
H 0.193 0.753 -1.257



# 2
Here is a gas-phase ion, C5H10N (charge +1) from OMol25. Energies are from ωB97M-V/def2-TZVPD.

Gap between HOMO and LUMO, hartree: 0.245
LUMO level, eV: -7.33
SMILES: C=[NH+]C(=C)CC
Charge: +1

Each line ends with the Löwdin charge.
Atoms and positions in Å:
C: -1.539 0.735 -2.096  0.2428
N: -0.792 1.002 -1.063  -0.0384
C: 0.293 0.561 -0.201  -0.2611
C: 0.185 1.329 0.917  0.1299
C: 0.914 -0.748 -0.056  -0.2269
C: 0.873 -1.477 1.300  -0.0965
H: -1.833 -0.227 -2.185  0.0789
H: -1.751 1.559 -2.934  0.1870
H: -1.528 0.967 -0.313  0.2126
H: 0.391 1.119 2.061  0.1402
H: -0.330 2.256 0.771  0.0746
H: 0.441 -1.418 -0.822  0.1311
H: 1.975 -0.648 -0.357  0.1350
H: -0.119 -2.132 1.415  0.1302
H: 0.999 -0.853 2.265  0.0867
H: 1.820 -2.023 1.299  0.0737

Cartesian forces, eV/Å:
C 1.456 2.951 -1.848
N 1.616 1.452 -0.131
C -1.962 0.284 3.133
C -0.094 0.576 2.155
C 0.293 -1.853 -1.925
C -1.086 -0.108 1.571
H -1.244 -3.319 -1.298
H -0.266 -1.550 2.256
H -0.459 0.784 0.202
H 0.387 0.163 -2.981
H -0.215 0.536 0.154
H 0.685 0.273 0.582
H -0.428 -0.025 -0.024
H 2.474 1.274 -0.204
H -0.492 -0.634 -1.797
H -0.665 -0.803 0.154



# 3
Here is 2 unconnected molecules or ions with the total composition C5H10N from OMol25. Energies are from ωB97M-V/def2-TZVPD.

Gap between HOMO and LUMO, hartree: 0.183
LUMO level, eV: -8.25
Charge: +1

Each line ends with the Löwdin charge.
Atoms and positions in Å:
C: 2.658 2.495 -1.589  -0.0314
C: 2.066 1.466 -0.986  -0.0843
C: -1.281 -1.475 1.397  -0.1818
C: -2.007 -2.534 1.860  0.1645
C: -0.522 0.087 -0.262  0.1929
N: -1.621 -0.736 0.320  0.0636
H: 2.085 3.190 -2.178  0.0540
H: 3.713 2.666 -1.494  0.0555
H: -0.381 -1.214 1.963  0.1485
H: 0.985 1.317 -1.064  -0.0165
H: 2.605 0.725 -0.413  0.0532
H: -3.014 -2.742 1.485  0.0970
H: -1.588 -3.123 2.661  0.0890
H: -0.834 1.121 -0.069  0.1348
H: -0.515 -0.219 -1.296  0.0881
H: -2.348 -1.024 -0.336  0.1728

Cartesian forces, eV/Å:
C -0.546 -0.626 0.415
C -0.045 0.280 -0.309
C -1.120 -1.079 2.801
C -0.208 1.111 -0.484
C -6.308 -1.546 -0.309
N 4.099 1.577 -1.572
H -0.043 0.188 -0.086
H 0.290 0.012 -0.048
H -0.121 0.109 -0.759
H 0.686 0.288 -0.226
H 0.131 0.051 0.087
H 0.517 -0.314 -0.078
H -0.176 -0.042 0.071
H 1.993 0.296 1.146
H 0.386 0.632 -0.610
H 0.466 -0.937 -0.041



# 4
Here is 2 unconnected molecules or ions with the total composition C5H10N from OMol25. Energies are from ωB97M-V/def2-TZVPD.

Gap between HOMO and LUMO, hartree: 0.378
LUMO level, eV: -3.89
Charge: +1

Each line ends with the Löwdin charge.
Atoms and positions in Å:
C: 0.283 -0.107 -1.266  0.1389
C: 0.893 -1.807 -2.625  0.1907
C: -0.902 0.449 1.137  -0.2120
C: -0.265 0.421 -0.158  -0.2389
C: -0.203 -0.011 2.382  -0.0138
N: -0.451 1.729 0.480  0.1771
H: 1.900 -1.474 -2.777  0.0334
H: 0.676 0.607 -1.977  0.0465
H: 0.171 -1.608 -3.394  0.0332
H: 0.741 -2.675 -2.011  0.0273
H: -1.984 0.351 1.168  0.1634
H: -0.754 0.274 3.275  0.0918
H: 0.815 0.367 2.446  0.0944
H: -0.150 -1.098 2.353  0.1009
H: -1.144 2.380 0.111  0.1839
H: 0.374 2.200 0.857  0.1833

Cartesian forces, eV/Å:
C 0.245 -0.277 -0.627
C -1.301 2.076 2.650
C -0.093 -0.879 0.047
C 0.758 -2.425 -1.739
C 0.005 0.083 0.118
N 0.234 1.245 -0.291
H 0.255 0.121 -0.019
H 0.038 0.382 0.149
H -0.153 0.026 -0.194
H 0.003 -0.230 0.004
H 0.039 0.202 -0.146
H 0.014 0.084 0.024
H 0.100 0.013 -0.046
H -0.008 -0.053 -0.008
H 0.050 -0.195 0.076
H -0.185 -0.175 -0.001



# 5
Here is a gas-phase ion, C5H10N (charge +1) from OMol25. Energies are from ωB97M-V/def2-TZVPD.

Gap between HOMO and LUMO, hartree: 0.347
LUMO level, eV: -5.36
SMILES: C=[NH+]C(=C)CC
Charge: +1

Each line ends with the Löwdin charge.
Atoms and positions in Å:
C: 1.996 -0.680 0.059  0.1984
N: 1.005 -0.946 -0.692  0.0957
C: -0.260 -0.238 -0.681  -0.2831
C: -1.152 -0.692 -1.549  0.1556
C: -0.364 1.018 0.137  -0.1985
C: -0.808 0.792 1.578  -0.0706
H: 2.935 -1.193 -0.084  0.1294
H: 1.870 0.051 0.846  0.1187
H: 1.071 -1.694 -1.378  0.1785
H: -2.119 -0.225 -1.675  0.1016
H: -0.917 -1.588 -2.115  0.0894
H: 0.569 1.576 0.083  0.1151
H: -1.088 1.608 -0.419  0.1242
H: -1.869 0.601 1.659  0.0849
H: -0.592 1.655 2.209  0.0881
H: -0.276 -0.044 2.021  0.0727

Cartesian forces, eV/Å:
C 0.003 -0.101 0.096
N -0.407 0.310 0.353
C 0.284 0.233 -0.385
C 0.167 -0.435 0.156
C -0.320 -0.240 -0.344
C 0.315 0.194 0.327
H 0.044 -0.170 0.059
H 0.140 0.105 -0.125
H 0.161 0.057 -0.056
H 0.056 0.000 -0.041
H -0.309 0.077 -0.127
H 0.133 0.038 0.006
H -0.070 0.260 0.221
H -0.192 -0.170 -0.117
H -0.013 0.073 -0.165
H 0.010 -0.231 0.143



# 6
Here is a gas-phase ion, C5H10N (charge +1) from OMol25. Energies are from ωB97M-V/def2-TZVPD.

Gap between HOMO and LUMO, hartree: 0.449
LUMO level, eV: -2.97
SMILES: C[N@H+]1[C@@H]2C[C@@]21C
Charge: +1

Each line ends with the Löwdin charge.
Atoms and positions in Å:
C: -0.382 -0.377 1.854  0.0401
N: 0.414 -0.612 0.613  -0.0382
C: -0.247 -1.077 -0.606  -0.0684
C: 0.913 -0.587 -1.539  0.0405
C: 0.211 0.335 -0.594  -0.3086
C: -0.311 1.661 -0.569  -0.0092
H: -1.505 -0.640 1.765  0.1474
H: 0.080 -1.140 2.422  0.0947
H: -0.381 0.600 2.153  0.0647
H: 1.284 -1.174 0.794  0.2037
H: -1.193 -1.759 -0.416  0.2091
H: 1.878 -1.111 -1.467  0.1220
H: 0.712 -0.354 -2.603  0.1357
H: 0.035 2.308 0.241  0.0993
H: -1.464 1.804 -0.483  0.1410
H: -0.042 2.121 -1.566  0.1263

Cartesian forces, eV/Å:
C -2.023 -3.264 -1.984
N 0.181 0.156 -0.113
C -1.417 -0.266 -0.396
C -1.095 -0.857 -0.805
C 0.892 -3.705 1.040
C -2.445 3.091 -0.935
H 1.860 0.153 -0.420
H -0.005 -0.035 1.894
H 0.798 2.402 1.067
H -0.502 1.480 -0.213
H 1.992 1.770 -1.266
H -0.117 0.783 0.641
H -0.381 -0.403 0.743
H 0.597 -0.186 -0.216
H 1.854 -0.921 -0.246
H -0.188 -0.202 1.208



# 7
Here is 2 unconnected molecules or ions with the total composition C5H10N from OMol25. Energies are from ωB97M-V/def2-TZVPD.

Gap between HOMO and LUMO (alpha / beta), hartree: 0.333 / 0.333
LUMO level (alpha / beta), eV: -4.64 / -4.64
Charge: +1

Each line ends with the Löwdin charge.
Atoms and positions in Å:
C: 0.324 0.981 -1.587  -0.0495
C: -1.084 0.544 -0.833  -0.0814
C: 1.022 0.164 -0.515  -0.2513
C: -0.233 -0.102 0.196  -0.1566
C: -0.508 -0.366 2.632  0.2319
N: 0.546 -1.208 -0.493  0.1290
H: 0.468 0.684 -2.525  0.0568
H: 0.749 2.030 -1.450  0.1529
H: -1.687 1.374 -0.364  0.1315
H: -1.744 0.022 -1.599  0.1351
H: 2.057 0.440 -0.112  0.1840
H: 0.636 -0.503 2.802  0.0684
H: -1.099 -1.188 2.313  0.0021
H: -0.762 0.634 2.979  0.0343
H: 0.237 -1.571 -1.475  0.2230
H: 1.077 -1.934 0.031  0.1899

Cartesian forces, eV/Å:
C -0.651 1.906 4.785
C -0.615 2.228 -2.221
C 2.562 1.885 1.041
C -0.001 -1.323 3.589
C 4.049 1.047 -3.071
N -0.227 -2.337 -2.457
H 0.390 -1.196 -3.965
H -1.271 -1.116 -0.222
H 0.797 -0.679 -0.783
H 0.634 0.013 1.578
H -1.610 -0.895 -0.561
H -2.308 -0.304 -0.233
H -0.729 -0.390 0.699
H -0.854 -0.431 -0.262
H 0.462 0.589 2.378
H -0.627 1.003 -0.294



# 8
Here is a gas-phase ion, C5H10N2 (charge -1) from OMol25. Energies are from ωB97M-V/def2-TZVPD.

Gap between HOMO and LUMO (alpha / beta), hartree: 0.160 / 0.234
Multiplicity: 2
LUMO level (alpha / beta), eV: 4.06 / 4.01
Charge: -1
<S²>: 0.76

Each line ends with the Löwdin charge.
Atoms and positions in Å:
C: 2.136 0.241 -0.034  -0.3695
C: 1.207 -0.939 -0.447  -0.2377
C: -0.060 -0.219 -0.346  -0.2600
C: -1.236 -0.777 0.048  -0.2234
N: -2.503 -0.224 -0.470  -0.1750
C: -2.550 1.109 -0.336  -0.3149
N: 2.141 0.582 1.330  -0.0393
H: 3.188 -0.017 -0.467  0.1107
H: 1.782 1.264 -0.520  0.1294
H: 1.310 -1.859 0.244  0.1294
H: 1.346 -1.285 -1.405  0.0561
H: -0.210 0.632 -0.966  0.0688
H: -1.205 -1.702 0.696  0.0846
H: -2.516 1.799 -1.145  -0.0366
H: -2.107 1.397 0.568  -0.0296
H: 2.733 0.074 2.005  0.0695
H: 1.224 0.703 1.661  0.0373

Cartesian forces, eV/Å:
C 2.224 0.166 -2.918
C 0.452 1.332 3.769
C -2.926 -2.007 0.613
C -2.140 0.657 -1.023
N 2.258 -2.634 1.157
C -0.471 -0.376 0.105
N 2.169 0.039 1.783
H -1.172 0.888 1.102
H 0.718 -2.412 0.141
H -0.139 1.510 -0.704
H 0.732 -0.658 -2.497
H 0.254 0.677 -0.567
H -0.374 0.642 -0.946
H -0.478 0.660 -0.947
H 0.894 1.437 1.302
H -0.694 0.055 -0.935
H -1.306 0.025 0.565



# 9
Here is C5H10N2 in the gas phase from OMol25. Energies are from ωB97M-V/def2-TZVPD.

Gap between HOMO and LUMO, hartree: 0.373
LUMO level, eV: 1.01
SMILES: C[C@H]1N[C@H]1[C@H]1CN1
Charge: 0

Each line ends with the Löwdin charge.
Atoms and positions in Å:
C: 1.926 -1.005 0.520  -0.0591
C: 1.395 0.004 -0.455  -0.3048
N: 0.177 -0.219 -1.269  0.0397
C: 0.156 0.848 -0.266  -0.2445
C: -1.040 0.784 0.662  -0.2811
C: -2.305 0.317 0.015  -0.1580
N: -1.655 -0.476 1.047  0.0135
H: 1.136 -1.482 1.104  0.0713
H: 2.608 -0.516 1.219  0.0778
H: 2.495 -1.796 0.031  0.0724
H: 2.182 0.509 -1.036  0.1328
H: 0.296 0.148 -2.213  0.0995
H: 0.361 1.862 -0.616  0.1311
H: -1.088 1.613 1.390  0.1336
H: -3.286 0.721 0.282  0.0982
H: -2.215 -0.079 -0.998  0.0967
H: -1.142 -1.233 0.582  0.0809

Cartesian forces, eV/Å:
C -0.203 -0.309 0.091
C -0.443 0.317 -0.171
N 0.612 -0.004 0.085
C 0.260 0.062 -0.556
C 0.177 0.593 -0.141
C -0.355 0.064 -0.043
N 0.555 -0.453 0.105
H -0.014 0.098 -0.055
H -0.090 0.061 -0.008
H -0.035 0.004 -0.152
H -0.237 -0.036 0.514
H 0.006 -0.190 0.258
H -0.432 -0.055 -0.043
H -0.016 -0.678 -0.249
H 0.452 -0.015 -0.031
H -0.043 0.309 0.213
H -0.195 0.233 0.181



# 10
Here is C5H10N2 in the gas phase from OMol25. Energies are from ωB97M-V/def2-TZVPD.

Gap between HOMO and LUMO, hartree: 0.363
LUMO level, eV: 1.07
SMILES: [H]/N=C(\C)C/N=C\C
Charge: 0

Each line ends with the Löwdin charge.
Atoms and positions in Å:
H: -1.096 1.716 2.186  0.0447
N: -1.112 1.082 1.391  0.1209
C: -0.032 0.428 1.254  -0.4512
C: 1.223 0.593 2.066  -0.0538
C: -0.071 -0.927 0.415  -0.1239
N: 0.590 -0.115 -0.563  -0.0264
C: 0.170 0.115 -1.735  -0.2056
C: -0.945 -0.551 -2.475  -0.0746
H: 2.091 0.481 1.418  0.0736
H: 1.266 1.581 2.523  0.0744
H: 1.283 -0.169 2.840  0.0790
H: 0.623 -1.652 0.836  0.1153
H: -1.081 -1.256 0.165  0.1034
H: 0.748 0.850 -2.289  0.1035
H: -1.867 -0.588 -1.901  0.0699
H: -1.137 -0.014 -3.404  0.0681
H: -0.653 -1.575 -2.727  0.0827

Cartesian forces, eV/Å:
H 0.486 0.623 -0.470
N -0.199 -0.689 -0.049
C -1.550 -2.226 2.564
C 0.179 0.320 -0.312
C 0.300 3.135 0.222
N 1.061 -0.548 -2.461
C 0.284 -0.200 0.203
C -0.102 -0.044 -0.099
H 0.047 -0.025 0.016
H -0.045 -0.013 0.050
H -0.111 -0.075 0.087
H -0.271 -0.090 -0.004
H 0.134 -0.222 0.228
H 0.018 0.110 -0.075
H -0.084 -0.018 0.081
H -0.059 -0.079 0.018
H -0.089 0.041 0.002



# 11
Here is C5H10N2 in the gas phase from OMol25. Energies are from ωB97M-V/def2-TZVPD.

Gap between HOMO and LUMO (alpha / beta), hartree: 0.311 / 0.311
LUMO level (alpha / beta), eV: 0.97 / 0.97
SMILES: C=NC(N)=C(C)C
Charge: 0

Each line ends with the Löwdin charge.
Atoms and positions in Å:
C: 0.662 0.990 1.711  -0.0268
N: 0.325 1.819 0.701  0.0250
C: -0.339 1.016 -0.126  -0.4519
N: -1.404 1.466 -0.868  0.1387
C: 0.056 -0.357 -0.026  -0.3039
C: -0.952 -1.428 -0.360  -0.0801
C: 1.481 -0.759 -0.348  -0.0929
H: 1.600 1.167 2.238  0.0739
H: -0.078 0.437 2.277  0.0738
H: -1.647 0.989 -1.722  0.0924
H: -1.619 2.447 -0.785  0.0944
H: -1.950 -1.182 0.006  0.0739
H: -1.022 -1.589 -1.446  0.0803
H: -0.650 -2.384 0.073  0.0773
H: 1.544 -1.124 -1.383  0.0761
H: 2.181 0.067 -0.234  0.0746
H: 1.814 -1.578 0.294  0.0752

Cartesian forces, eV/Å:
C -0.186 0.571 -0.233
N 0.643 -0.311 0.192
C -0.412 -0.545 0.258
N 0.105 -0.147 0.257
C -0.163 0.301 -0.155
C 0.005 0.093 -0.156
C -0.008 0.008 0.201
H 0.013 0.058 0.013
H -0.034 -0.124 -0.279
H 0.085 0.209 0.064
H -0.053 -0.158 -0.131
H 0.024 0.013 -0.013
H 0.002 -0.041 0.013
H 0.024 0.048 -0.004
H -0.032 0.020 0.031
H -0.029 0.002 -0.013
H 0.017 0.004 -0.043



# 12
Here is C5H10N2 in the gas phase from OMol25. Energies are from ωB97M-V/def2-TZVPD.

Gap between HOMO and LUMO (alpha / beta), hartree: 0.286 / 0.286
LUMO level (alpha / beta), eV: 0.32 / 0.32
SMILES: [H]/N=C\C(N)=C(C)C
Charge: 0

Each line ends with the Löwdin charge.
Atoms and positions in Å:
H: -2.330 0.519 -0.183  0.0545
N: -2.212 -0.330 -0.742  0.0775
C: -1.371 -1.294 -0.451  -0.1715
C: 0.034 -0.911 -0.357  -0.3392
N: 1.002 -1.621 -1.054  0.1053
C: 0.174 0.325 0.220  -0.3155
C: -0.458 0.692 1.544  -0.0824
C: 1.278 1.267 -0.192  -0.0731
H: -1.641 -2.339 -0.641  0.1011
H: 0.760 -1.931 -1.985  0.0908
H: 1.957 -1.312 -0.935  0.0904
H: -0.971 1.654 1.488  0.0742
H: -1.190 -0.048 1.879  0.0758
H: 0.321 0.749 2.315  0.0838
H: 1.640 1.046 -1.201  0.0712
H: 2.122 1.244 0.502  0.0771
H: 0.884 2.289 -0.205  0.0800

Cartesian forces, eV/Å:
H 1.615 0.264 -1.127
N -2.124 -3.834 1.973
C -1.265 2.160 -1.914
C 0.244 2.086 1.714
N -0.242 0.022 -0.147
C 2.309 -0.885 0.457
C -0.684 -0.076 -0.575
C -0.001 -0.332 0.010
H -0.050 0.193 -0.415
H 0.171 0.026 0.035
H -0.311 -0.001 -0.161
H 0.094 0.175 0.169
H 0.102 0.023 -0.047
H -0.071 0.097 -0.169
H 0.022 -0.011 0.116
H 0.132 0.146 0.001
H 0.059 -0.052 0.081



Ordered electronic energy results: -6823.207; -6823.853; -6823.948; -6825.738; -6829.369; -6826.989; -6824.503; -8323.222; -8325.133; -8325.384; -8324.959; -8324.613; unit eV.
Ordered relative energy (zero: lowest compared OMol25 entry of this formula, charge and spin) results: 674.94; 612.58; 603.38; 430.66; 80.37; 310.00; 549.88; 232.27; 212.25; 188.06; 229.12; 262.46; unit kJ/mol.